[1]
# H12O6

6 unconnected molecules or ions with the total composition H12O6 (the ωB97M-V functional and the def2-TZVPD basis, the Open Molecules 2025 dataset).

Structure (XYZ):
```
18
Properties=species:S:1:pos:R:3:forces:R:3:mulliken_charge:R:1
O -0.698 0.718 1.029 1.283 1.378 -0.338 -0.64
H -0.826 1.487 0.463 -0.767 -0.125 -0.136 0.27
H 0.228 0.936 1.335 -1.269 -0.858 -0.037 0.39
O -3.263 3.496 -0.792 -2.181 0.179 1.181 -0.61
H -2.802 4.222 -0.410 0.630 0.803 0.347 0.32
H -2.699 3.069 -1.380 1.563 -0.974 -1.550 0.29
O 1.159 -0.307 2.207 -3.890 0.759 0.429 -0.64
H 0.452 -0.954 1.962 0.571 1.042 0.379 0.34
H 1.906 -0.787 2.108 4.090 -2.226 -0.306 0.29
O -3.155 -3.081 0.014 2.598 -0.855 -0.559 -0.63
H -2.227 -3.149 -0.376 -1.780 -0.222 0.974 0.31
H -3.452 -2.321 -0.456 -0.832 1.069 -0.418 0.31
O 4.626 1.185 -0.516 -0.109 -0.049 -0.872 -0.64
H 3.862 0.622 -0.328 0.258 0.156 -0.204 0.31
H 4.703 1.217 -1.496 -0.162 -0.124 1.067 0.33
O 1.231 -2.106 -1.746 1.518 1.330 -2.359 -0.61
H 0.727 -2.385 -1.037 -1.611 -0.842 2.264 0.28
H 0.932 -1.205 -1.949 0.089 -0.442 0.136 0.32
```
Positions in Å, forces in eV/Å.

Computed properties:
ΔE to the lowest compared entry with this formula, charge and spin in kcal per mole: 54.37
SMILES: O.O.O.O.O.O
Net charge: 0
LUMO level in eV: -0.1
HOMO-LUMO gap in eV: 11.3
HOMO in eV: -11.45
F_max in eV/Å: 4.67

[2]
# C25H31BF4N3NaS2

A molecular structure, C25H31BF4N3NaS2 (the ωB97M-V functional and the def2-TZVPD basis, the Open Molecules 2025 dataset).

Structure (XYZ):
```
67
Properties=species:S:1:pos:R:3:forces:R:3:mulliken_charge:R:1
Na -0.054 -0.968 0.560 -0.175 0.272 -0.393 0.87
C 3.189 4.142 2.186 0.958 -0.812 -0.105 -1.38
C 2.908 2.635 2.311 -0.661 0.440 0.227 0.83
C 3.597 1.679 1.541 -1.063 0.813 1.458 -0.11
C 3.332 0.348 1.672 -1.049 -0.701 0.921 -0.98
C 2.256 -0.070 2.486 0.939 -1.375 -1.046 -0.36
C 1.554 0.856 3.209 -0.277 -0.068 0.962 -0.30
C 1.916 2.192 3.181 -0.009 1.076 -0.274 -0.64
H 2.634 4.790 2.861 -0.268 -0.350 0.159 0.38
H 2.968 4.470 1.167 0.219 0.027 0.049 0.25
H 4.263 4.312 2.417 -0.530 0.075 -0.389 0.33
H 4.326 2.048 0.911 1.614 0.446 -1.343 0.53
H 3.917 -0.435 1.235 0.227 -0.032 -0.639 0.41
H 2.068 -1.176 2.457 -0.031 1.253 0.418 0.40
H 0.791 0.555 3.912 -0.265 -0.167 -0.084 0.40
H 1.399 2.954 3.791 0.201 -0.663 -0.287 0.27
F 3.332 -2.065 -0.648 1.001 0.661 -0.067 -0.34
B 2.082 -2.536 -0.823 -1.831 -0.255 -0.009 0.55
F 1.427 -2.549 0.509 0.283 -0.302 -0.557 -0.44
F 2.073 -3.795 -1.403 -0.234 0.401 0.253 -0.34
F 1.225 -1.614 -1.585 0.600 -0.744 0.558 -0.33
N -0.245 1.461 0.272 -0.783 0.591 0.846 -0.25
S -0.233 2.501 -0.925 0.336 -1.317 -0.932 -0.11
C -1.348 1.797 -2.222 1.037 -0.639 -0.613 0.60
C -1.026 0.713 -3.061 1.757 0.390 0.871 0.16
C -1.968 0.131 -3.875 -0.367 0.225 0.619 -0.96
C -3.232 0.666 -3.914 -1.335 -0.083 -0.703 -0.37
C -3.545 1.759 -3.120 -0.970 -0.040 -1.261 -0.71
C -2.615 2.312 -2.298 0.280 0.420 0.971 -0.52
C 1.353 2.174 -1.670 0.832 0.406 -1.967 0.35
C 2.147 1.039 -1.436 -0.310 1.117 0.628 1.05
C 3.370 0.904 -2.110 -0.733 -0.782 0.066 -0.74
C 3.680 1.772 -3.137 0.722 0.188 -0.034 -0.63
C 2.894 2.868 -3.425 -0.614 0.847 0.216 -0.54
C 1.741 3.098 -2.674 -0.671 0.342 0.326 -0.50
H -0.674 2.044 1.003 0.233 -0.705 0.189 0.10
H 0.011 0.340 -3.078 -0.610 0.023 0.198 0.13
H -1.805 -0.790 -4.374 0.633 -0.431 -0.643 0.66
H -3.982 0.229 -4.614 0.548 0.428 0.747 0.34
H -4.493 2.272 -3.224 -0.178 -0.281 0.095 0.40
H -2.902 3.126 -1.668 -0.086 0.564 0.310 0.41
H 1.826 0.371 -0.644 0.364 0.051 -0.316 -0.28
H 4.007 0.042 -1.892 -0.264 0.309 -0.004 0.47
H 4.600 1.684 -3.705 -0.017 -0.317 0.134 0.36
H 3.237 3.580 -4.183 -0.353 -0.265 0.262 0.37
H 1.097 4.009 -2.824 0.789 -0.984 -0.021 0.33
C -4.099 -1.983 4.794 0.332 -0.699 0.724 -0.83
N -2.817 -1.980 4.063 -0.881 -0.173 -0.507 0.16
C -1.524 -2.289 4.475 -1.121 0.357 -0.450 -0.74
C -0.763 -2.117 3.366 -0.466 0.837 0.246 -0.65
N -1.513 -1.669 2.314 0.097 -0.317 -0.513 0.04
C -2.744 -1.636 2.740 -0.392 -0.179 0.407 -0.43
H -3.981 -1.401 5.714 -0.125 0.071 -0.254 0.33
H -4.461 -2.995 5.121 0.634 0.709 -0.589 0.29
H -4.869 -1.540 4.161 0.217 0.020 0.095 0.28
H -1.276 -2.497 5.492 0.016 -0.214 0.291 0.45
H 0.278 -2.060 3.293 1.328 -0.475 0.036 0.54
H -3.615 -1.421 2.109 0.397 0.007 0.546 0.39
C -2.001 -3.990 -0.667 -0.221 -0.634 1.647 -0.70
S -2.730 -2.518 -1.370 0.042 -0.001 -0.750 0.05
C -2.807 -3.115 -3.120 -0.846 -0.760 1.234 -0.92
H -2.759 -4.759 -0.396 0.293 0.367 -0.632 0.36
H -1.584 -3.731 0.347 0.093 -0.087 -1.207 0.09
H -1.257 -4.409 -1.352 0.060 0.135 0.437 0.28
H -1.800 -3.382 -3.460 -0.272 0.458 -0.182 0.25
H -3.344 -2.331 -3.664 0.443 -0.310 -0.193 0.24
H -3.431 -4.048 -3.108 0.483 0.838 -0.176 0.39
```
Positions in Å, forces in eV/Å.

Computed properties:
ΔE to the lowest compared entry with this formula, charge and spin in kcal per mole: 17.59
Net charge: 0
LUMO level in eV: 0.1
HOMO-LUMO gap in eV: 8.4
HOMO in eV: -8.36
F_max in eV/Å: 2.17

[3]
# C4H8O2

C4H8O2 in the gas phase (the ωB97M-V functional and the def2-TZVPD basis, the Open Molecules 2025 dataset).

Structure (XYZ):
```
14
Properties=species:S:1:pos:R:3:forces:R:3:mulliken_charge:R:1
O -1.610 -0.351 -1.472 0.523 -0.066 -0.127 -0.49
C -0.447 -0.601 -1.694 -0.232 0.047 0.049 0.06
C 0.726 -0.063 -0.919 -0.049 0.066 0.006 -0.58
C 0.375 0.934 0.179 0.029 0.053 0.038 -0.57
C -0.450 0.303 1.297 -0.171 0.372 -0.121 -0.47
O 0.189 -0.893 1.724 -0.119 -0.217 0.102 -0.53
H -0.174 -1.284 -2.529 -0.075 0.050 0.088 0.34
H 1.430 0.369 -1.644 -0.112 -0.077 0.071 0.34
H 1.242 -0.926 -0.475 -0.058 0.069 -0.146 0.30
H 1.307 1.335 0.596 -0.126 -0.071 -0.047 0.33
H -0.184 1.782 -0.236 0.055 -0.131 0.069 0.30
H -0.527 1.009 2.137 0.016 -0.114 -0.114 0.28
H -1.461 0.099 0.929 0.181 -0.008 0.076 0.35
H -0.495 -1.535 1.936 0.138 0.029 0.057 0.31
```
Positions in Å, forces in eV/Å.

Computed properties:
ΔE to the lowest compared entry with this formula, charge and spin in kcal per mole: 26.73
SMILES: O=CCCCO
Net charge: 0
LUMO level in eV: 0.9
HOMO-LUMO gap in eV: 10.7
HOMO in eV: -9.78
F_max in eV/Å: 0.54

[4]
# C11H20F4O7P2

C11H20F4O7P2 in the gas phase (the ωB97M-V functional and the def2-TZVPD basis, the Open Molecules 2025 dataset).

Structure (XYZ):
```
44
Properties=species:S:1:pos:R:3:forces:R:3:mulliken_charge:R:1
C 1.265 -0.613 -3.653 1.300 -1.016 2.907 -0.98
C 0.046 -1.467 -3.184 0.865 0.556 -3.168 -0.12
O 0.416 -2.634 -2.416 -1.864 0.794 2.927 -0.45
P 0.555 -2.207 -0.840 0.608 -1.166 0.381 0.88
O 1.883 -1.724 -0.673 2.961 1.906 0.471 -0.65
O 0.420 -3.428 0.209 -0.751 0.975 -1.277 -0.13
C 0.420 -4.783 -0.222 1.051 -1.655 0.948 -0.33
C 0.189 -5.674 1.072 0.953 0.508 -1.741 -1.11
O -0.541 -1.081 -0.360 0.331 0.107 0.616 -0.16
C -0.031 -0.210 0.709 -2.117 -4.824 0.449 -0.43
C -0.204 -0.699 1.970 1.593 1.622 -1.977 0.34
F -0.774 -1.820 2.328 0.374 0.958 0.049 -0.17
F 0.427 -0.010 2.920 -1.037 -0.748 0.288 -0.23
C 0.644 1.007 0.287 -0.319 0.712 1.083 1.26
F 0.596 1.122 -1.009 -0.105 -0.363 -3.008 -0.20
F 1.928 1.017 0.623 1.151 0.199 0.895 -0.29
P -0.272 2.550 0.746 -2.151 4.889 2.268 1.04
O -0.546 3.557 -0.284 0.227 -1.187 -2.007 -0.80
O -1.688 2.221 1.499 0.722 -1.138 -2.066 -0.50
C -2.730 2.017 0.442 -1.312 -1.293 -0.620 -0.11
C -3.776 0.999 0.941 -0.323 0.602 -0.744 -1.27
O 0.483 3.455 1.843 0.954 -2.222 0.491 -0.46
C 1.840 3.800 1.426 -0.807 1.670 1.034 -0.36
C 1.979 5.326 1.514 -1.921 -0.396 1.334 -1.22
H 1.787 -0.217 -2.731 -0.653 -0.194 -0.935 0.15
H 2.074 -1.176 -4.134 -0.593 -0.150 -0.249 0.31
H 0.966 0.218 -4.234 -0.514 0.751 -0.761 0.39
H -0.665 -0.748 -2.727 0.110 -1.071 -0.041 0.19
H -0.316 -1.958 -4.114 -0.538 0.694 0.703 0.34
H -0.475 -4.875 -0.772 -0.757 -0.550 -1.210 0.35
H 1.352 -5.087 -0.849 -1.525 0.732 1.158 0.32
H 1.176 -5.779 1.649 -1.936 0.037 -0.527 0.28
H -0.662 -5.176 1.545 0.584 -0.020 0.693 0.31
H -0.256 -6.620 0.692 0.845 0.198 0.471 0.36
H -3.239 2.950 0.244 0.424 0.426 0.161 0.48
H -2.473 1.608 -0.582 1.148 0.705 1.296 0.21
H -4.254 0.353 0.184 1.231 -0.223 -0.062 0.32
H -4.674 1.504 1.206 -0.520 0.759 1.159 0.38
H -3.354 0.477 1.766 -0.025 -0.776 0.605 0.31
H 2.552 3.218 1.966 0.383 -0.095 1.067 0.48
H 2.059 3.544 0.438 -0.313 -0.523 -1.945 0.34
H 2.856 5.571 0.964 0.910 0.682 0.051 0.39
H 1.099 5.796 1.001 0.782 -0.546 0.295 0.26
H 1.917 5.675 2.598 0.574 -0.327 -1.460 0.29
```
Positions in Å, forces in eV/Å.

Computed properties:
ΔE to the lowest compared entry with this formula, charge and spin in kcal per mole: 44.02
SMILES: CCOP(=O)(OCC)OC(=C(F)F)C(F)(F)P(=O)(OCC)OCC
Net charge: 0
LUMO level in eV: 0.5
HOMO-LUMO gap in eV: 10.6
HOMO in eV: -10.15
F_max in eV/Å: 5.80

[5]
# C4H10O2

2 unconnected molecules or ions with the total composition C4H10O2 (the ωB97M-V functional and the def2-TZVPD basis, the Open Molecules 2025 dataset).

Structure (XYZ):
```
16
Properties=species:S:1:pos:R:3:forces:R:3:mulliken_charge:R:1
C -1.088 -0.854 1.331 -1.448 0.314 -0.097 -0.61
C 0.193 -0.040 1.492 1.713 -1.017 -3.470 -0.17
C 1.221 -0.210 0.578 -0.502 0.015 0.415 -0.39
C 1.694 0.880 -0.365 0.594 2.730 3.464 -0.50
O 0.784 2.008 -0.415 -1.234 -1.202 -1.102 -0.52
H -1.564 -0.708 0.271 1.005 0.260 1.795 -0.11
H -1.850 -0.442 2.033 0.415 -0.647 -0.405 0.30
H -1.092 -1.956 1.374 0.559 0.370 0.530 0.32
H 0.240 0.974 1.811 -1.454 0.889 0.146 0.32
H 1.782 -1.117 0.388 -0.955 -0.852 -0.411 0.38
H 2.635 1.360 0.035 -0.572 -0.535 -0.681 0.25
H 1.849 0.558 -1.350 0.402 -1.078 -1.253 0.37
H -0.012 1.687 -0.943 1.452 0.732 1.064 0.29
O -1.594 -0.713 -2.525 1.644 -2.365 2.157 -0.63
H -1.994 -0.098 -1.931 -0.841 1.151 0.254 0.32
H -1.206 -1.327 -1.785 -0.778 1.234 -2.407 0.38
```
Positions in Å, forces in eV/Å.

Computed properties:
ΔE to the lowest compared entry with this formula, charge and spin in kcal per mole: 81.78
SMILES: C/C=C/CO.O
Net charge: 0
LUMO level in eV: 0.2
HOMO-LUMO gap in eV: 8.8
HOMO in eV: -8.52
F_max in eV/Å: 4.45